# C4H7CrO

A structure of composition C4H7CrO in a non-equilibrium geometry (ωB97M-V/def2-TZVPD, OMol25).

Structure (ORCA input):
```
! wB97M-V def2-TZVPD RIJCOSX def2/J DEFGRID3
* xyz 2 6
Cr -2.59 1.02 -0.51
O -1.17 0.43 0.50
C 0.06 0.40 0.65
C 0.91 -1.13 -1.75
C 1.12 0.77 -0.28
C 1.91 -0.29 -1.05
H 2.59 0.21 -1.77
H 0.54 1.51 -0.93
H 0.37 -0.75 -2.62
H 2.51 -0.89 -0.35
H 1.83 1.35 0.33
H 0.39 -0.04 1.62
H 0.91 -2.21 -1.59
*
```

strongest force on any atom = 3.67 eV Å⁻¹
LUMO (alpha / beta) = -12.189 / -11.974 eV
⟨S²⟩ = 8.76
HOMO energy (alpha / beta) = -0.6078 / -0.7515 hartree
molar mass = 123.09 g/mol
frontier orbital gap (alpha / beta) = 4.4 / 8.5 eV
calculated total energy = -1275.480193 Eh

=====

# C4H7F2N

The molecule C4H7F2N in a non-equilibrium geometry (ωB97M-V/def2-TZVPD, OMol25).

Structure (ORCA input):
```
! wB97M-V def2-TZVPD RIJCOSX def2/J DEFGRID3
* xyz 0 1
F 1.94 2.59 -0.60
F 2.42 1.52 1.18
N 0.04 1.53 0.34
C -0.06 0.25 0.10
C 0.94 -0.77 0.07
C -1.48 -0.16 -0.20
C 1.45 2.25 0.57
H 0.89 -1.13 1.16
H 1.23 3.06 1.30
H -1.77 -0.85 0.56
H 1.92 -0.55 -0.08
H 0.76 -1.59 -0.69
H -1.69 -0.67 -1.08
H -2.17 0.62 -0.07
*
```

strongest force on any atom = 4.78 eV Å⁻¹
LUMO = 0.963 eV
HOMO energy = -0.3649 hartree
molar mass = 107.10 g/mol
frontier orbital gap = 10.9 eV
calculated total energy = -411.053034 Eh
SMILES string = CC(C)=NC(F)F

=====

# C4H7F2N

A structure of composition C4H7F2N in a non-equilibrium geometry (ωB97M-V/def2-TZVPD, OMol25).

Structure (ORCA input):
```
! wB97M-V def2-TZVPD RIJCOSX def2/J DEFGRID3
* xyz 0 1
F 2.26 1.30 0.19
F 2.31 -0.94 0.31
N -0.81 -1.41 0.45
C 1.61 0.17 -0.06
C 0.59 0.05 -1.11
C -1.14 1.03 0.52
C -0.38 -0.12 0.06
H -0.94 1.36 1.64
H 0.37 0.83 -1.91
H -1.07 1.93 -0.11
H -2.23 0.58 0.46
H -0.73 -1.70 1.41
H -0.52 -2.11 -0.19
H 0.68 -0.98 -1.67
*
```

strongest force on any atom = 4.02 eV Å⁻¹
LUMO = 0.944 eV
HOMO energy = -0.2669 hartree
molar mass = 107.10 g/mol
frontier orbital gap = 8.2 eV
calculated total energy = -410.987243 Eh

=====

# C4H7F3N2

The molecule C4H7F3N2 in a non-equilibrium geometry (ωB97M-V/def2-TZVPD, OMol25).

Structure (ORCA input):
```
! wB97M-V def2-TZVPD RIJCOSX def2/J DEFGRID3
* xyz 0 1
F -2.38 0.85 0.70
F -1.37 2.31 -0.53
F -2.74 0.90 -1.42
N 0.76 -1.32 1.57
N 1.82 -0.35 -0.90
C -1.74 1.01 -0.53
C 0.74 0.37 -0.26
C 0.51 -0.08 1.16
C -0.65 0.08 -0.81
H 2.06 0.13 -1.76
H 0.95 1.44 -0.28
H 1.51 -1.28 -1.17
H -0.11 0.54 1.78
H 0.22 -1.76 2.30
H -0.96 -0.95 -0.86
H 1.37 -1.90 1.01
*
```

strongest force on any atom = 1.96 eV Å⁻¹
LUMO = 0.318 eV
HOMO energy = -0.2703 hartree
molar mass = 140.11 g/mol
frontier orbital gap = 7.7 eV
calculated total energy = -565.657228 Eh

=====

# C4H7F6NP2

The molecule C4H7F6NP2 (ωB97M-V/def2-TZVPD, OMol25).

Structure (ORCA input):
```
! wB97M-V def2-TZVPD RIJCOSX def2/J DEFGRID3
* xyz 0 1
P 1.35 1.44 -1.06
P 1.29 -1.51 -1.06
F 3.77 -2.11 -0.18
F 2.40 -3.77 -0.11
F 3.87 1.93 -0.19
F 2.28 -2.20 1.36
F 2.39 2.09 1.36
F 2.58 3.65 -0.11
N 1.38 -0.03 -0.21
C -0.10 2.26 -0.27
C -0.21 -2.26 -0.28
C 2.62 2.32 0.06
C 2.51 -2.45 0.06
H -0.09 2.13 0.81
H -1.09 -1.78 -0.69
H -0.09 3.33 -0.51
H -0.25 -3.32 -0.52
H 1.21 -0.03 0.79
H -0.20 -2.13 0.81
H -1.01 1.83 -0.69
*
```

strongest force on any atom = 0.69 eV Å⁻¹
LUMO = 0.672 eV
HOMO energy = -0.3707 hartree
molar mass = 245.04 g/mol
frontier orbital gap = 10.8 eV
calculated total energy = -1493.326510 Eh
SMILES string = CP(NP(C)C(F)(F)F)C(F)(F)F

=====

# C4H7FINO

The molecule C4H7FINO in a non-equilibrium geometry (ωB97M-V/def2-TZVPD, OMol25).

Structure (ORCA input):
```
! wB97M-V def2-TZVPD RIJCOSX def2/J DEFGRID3
* xyz 0 1
I 3.08 0.50 -0.08
F 0.27 1.28 1.32
O -0.34 -1.97 -0.88
N 0.67 -1.68 1.03
C -0.08 1.19 0.00
C -1.53 0.89 -0.32
C 0.46 -1.37 -0.25
C 0.93 0.00 -0.73
H -1.92 1.11 -1.25
H -0.07 -2.01 1.59
H -2.28 1.37 0.41
H 0.80 -0.02 -1.81
H 0.30 2.17 -0.37
H -1.63 -0.27 -0.21
H 1.36 -1.20 1.54
*
```

strongest force on any atom = 4.65 eV Å⁻¹
LUMO = -0.114 eV
HOMO energy = -0.3563 hartree
molar mass = 231.01 g/mol
frontier orbital gap = 9.6 eV
calculated total energy = -684.145676 Eh
SMILES string = C[C@@H](F)[C@@H](I)C(N)=O

=====

# C4H7FN2S

The molecule C4H7FN2S in a non-equilibrium geometry (ωB97M-V/def2-TZVPD, OMol25).

Structure (ORCA input):
```
! wB97M-V def2-TZVPD RIJCOSX def2/J DEFGRID3
* xyz 0 3
S 0.51 0.60 -0.94
F -1.79 -0.95 1.73
N -1.19 -0.92 0.46
N 0.91 -0.58 1.52
C -2.01 -0.16 -0.46
C -1.11 0.12 -1.65
C 0.19 -0.33 0.55
C 2.26 -0.11 1.63
H -2.87 -0.77 -0.75
H 2.31 0.57 2.48
H -2.36 0.78 0.00
H 2.89 -0.97 1.84
H 2.61 0.40 0.73
H -1.47 0.94 -2.27
H -0.95 -0.77 -2.25
*
```

strongest force on any atom = 11.52 eV Å⁻¹
LUMO (alpha / beta) = 0.636 / -2.667 eV
⟨S²⟩ = 2.01
HOMO energy (alpha / beta) = -0.1746 / -0.3301 hartree
molar mass = 134.18 g/mol
frontier orbital gap (alpha / beta) = 5.4 / 6.3 eV
calculated total energy = -763.924174 Eh

=====

# C4H7FN3

The ion C4H7FN3 with charge +1 in a non-equilibrium geometry (ωB97M-V/def2-TZVPD, OMol25).

Structure (ORCA input):
```
! wB97M-V def2-TZVPD RIJCOSX def2/J DEFGRID3
* xyz 1 1
F -0.95 -2.35 0.49
N 0.48 1.15 0.13
N -0.01 0.23 2.24
N 0.42 -0.18 -1.88
C -1.01 -1.26 -0.14
C 0.70 0.99 -1.28
C -0.17 -1.20 -1.39
C 0.02 0.26 0.93
H 1.07 1.90 0.69
H -2.07 -1.00 -0.37
H 0.71 0.68 2.85
H 1.75 1.18 -1.48
H -0.30 -2.17 -1.86
H 0.14 1.89 -1.76
H -0.79 -0.11 2.84
*
```

strongest force on any atom = 5.56 eV Å⁻¹
LUMO = -3.924 eV
HOMO energy = -0.5207 hartree
molar mass = 116.12 g/mol
frontier orbital gap = 10.2 eV
calculated total energy = -420.388818 Eh

=====

# C4H7FNO4S

A cluster of 2 separate species, C4H7FNO4S in total in a non-equilibrium geometry (ωB97M-V/def2-TZVPD, OMol25).

Structure (ORCA input):
```
! wB97M-V def2-TZVPD RIJCOSX def2/J DEFGRID3
* xyz -1 1
S -1.71 -1.30 0.27
F -1.51 -3.93 -0.52
O 0.57 1.79 -0.56
O -0.37 0.95 1.27
O -1.89 1.26 -0.36
O 1.02 2.73 1.45
N 1.73 -0.98 0.68
C 0.23 0.41 -0.85
C 0.45 1.91 0.78
C -0.92 0.31 0.13
C 1.46 -0.47 -0.64
H 2.30 0.15 -0.92
H -2.97 -0.92 0.57
H 1.44 -1.27 -1.37
H -0.16 0.24 -1.84
H -2.72 0.81 -0.49
H 2.12 -0.28 1.28
H 0.93 -1.41 1.11
*
```

strongest force on any atom = 2.47 eV Å⁻¹
LUMO = 3.060 eV
HOMO energy = -0.1454 hartree
molar mass = 184.17 g/mol
frontier orbital gap = 7.0 eV
calculated total energy = -1010.408945 Eh

=====

# C4H7FO

The molecule C4H7FO in a non-equilibrium geometry (ωB97M-V/def2-TZVPD, OMol25).

Structure (ORCA input):
```
! wB97M-V def2-TZVPD RIJCOSX def2/J DEFGRID3
* xyz 0 1
F -1.29 -0.64 -0.51
O -0.91 1.69 0.55
C -0.15 -0.52 0.22
C 2.07 -0.95 -0.88
C -0.45 0.55 1.27
C 1.02 -0.18 -0.78
H 0.95 0.72 -1.50
H 2.96 -0.63 -1.47
H 2.13 -1.92 -0.38
H -1.23 0.09 1.90
H -1.52 1.22 -0.09
H 0.39 0.87 1.88
H 0.14 -1.45 0.83
*
```

strongest force on any atom = 3.62 eV Å⁻¹
LUMO = 1.077 eV
HOMO energy = -0.3757 hartree
molar mass = 90.10 g/mol
frontier orbital gap = 11.3 eV
calculated total energy = -331.660506 Eh
SMILES string = C=C[C@H](F)CO

=====

# C4H7FO2S

A structure of composition C4H7FO2S in a non-equilibrium geometry (ωB97M-V/def2-TZVPD, OMol25).

Structure (ORCA input):
```
! wB97M-V def2-TZVPD RIJCOSX def2/J DEFGRID3
* xyz 0 1
S 1.21 2.30 -1.40
F -0.58 1.57 1.02
O -1.10 -1.37 1.51
O 2.60 0.35 -0.39
C -1.24 -0.25 -0.90
C -0.42 -0.84 0.23
C 0.23 0.46 0.67
C 1.36 1.01 -0.40
H -2.02 -1.19 -1.16
H -2.00 -1.63 0.99
H 0.83 0.23 1.51
H 2.87 -0.04 0.73
H 0.50 -1.34 -0.05
H -1.86 0.77 -0.64
H -0.38 -0.02 -1.71
*
```

strongest force on any atom = 5.80 eV Å⁻¹
LUMO = -0.454 eV
HOMO energy = -0.3359 hartree
molar mass = 138.16 g/mol
frontier orbital gap = 8.7 eV
calculated total energy = -804.995132 Eh

=====

# C4H7FOS

The molecule C4H7FOS in a non-equilibrium geometry (ωB97M-V/def2-TZVPD, OMol25).

Structure (ORCA input):
```
! wB97M-V def2-TZVPD RIJCOSX def2/J DEFGRID3
* xyz 0 1
S -2.47 0.23 -0.30
F 0.96 2.01 0.13
O 2.20 -0.37 -0.35
C -0.92 0.60 0.56
C 0.17 1.07 -0.42
C 0.78 -0.34 -0.39
C -0.08 -0.64 0.85
H -0.19 1.44 -1.37
H 0.53 -0.61 1.75
H 2.44 -1.28 -0.43
H -0.59 -1.57 0.74
H -1.16 1.21 1.44
H 0.32 -0.89 -1.25
H -2.00 -0.85 -0.95
*
```

strongest force on any atom = 1.41 eV Å⁻¹
LUMO = 0.636 eV
HOMO energy = -0.3428 hartree
molar mass = 122.16 g/mol
frontier orbital gap = 10.0 eV
calculated total energy = -729.856901 Eh
SMILES string = O[C@H]1C[C@H](S)[C@H]1F

=====

# C4H7FS

The molecule C4H7FS in a non-equilibrium geometry (ωB97M-V/def2-TZVPD, OMol25).

Structure (ORCA input):
```
! wB97M-V def2-TZVPD RIJCOSX def2/J DEFGRID3
* xyz 0 1
S 1.73 -0.85 -0.63
F -2.15 -0.89 -0.38
C 0.38 -1.12 0.70
C -1.24 0.18 -0.65
C 1.18 0.87 -0.14
C -0.15 0.32 0.42
H 1.93 1.39 0.53
H -0.71 -0.30 -1.49
H -0.47 0.90 1.31
H -1.87 1.10 -0.72
H 0.88 1.47 -1.01
H 0.89 -1.21 1.65
H -0.39 -1.85 0.41
*
```

strongest force on any atom = 1.69 eV Å⁻¹
LUMO = 0.790 eV
HOMO energy = -0.3257 hartree
molar mass = 106.16 g/mol
frontier orbital gap = 9.7 eV
calculated total energy = -654.610488 Eh
SMILES string = FCC1CSC1

=====

# C4H7FS

The molecule C4H7FS in a non-equilibrium geometry (ωB97M-V/def2-TZVPD, OMol25).

Structure (ORCA input):
```
! wB97M-V def2-TZVPD RIJCOSX def2/J DEFGRID3
* xyz 0 1
S 1.20 -1.57 1.11
F 0.43 2.04 -1.94
C 0.35 1.59 -0.70
C 0.07 -0.06 1.26
C -0.88 -0.67 -1.07
C -0.20 0.45 -0.24
H -0.92 -0.12 2.00
H 0.77 0.83 1.60
H 1.10 2.15 -0.03
H -0.75 -0.37 -2.18
H -1.97 -0.79 -1.03
H -0.61 -1.66 -1.21
H 1.41 -1.82 2.42
*
```

strongest force on any atom = 5.30 eV Å⁻¹
LUMO = 0.783 eV
HOMO energy = -0.3392 hartree
molar mass = 106.16 g/mol
frontier orbital gap = 10.0 eV
calculated total energy = -654.570161 Eh
SMILES string = C/C(=C\F)CS

=====

# C4H7FS

The molecule C4H7FS in a non-equilibrium geometry (ωB97M-V/def2-TZVPD, OMol25).

Structure (ORCA input):
```
! wB97M-V def2-TZVPD RIJCOSX def2/J DEFGRID3
* xyz 0 1
S -1.41 -1.24 -1.30
F 1.42 -0.14 -1.60
C -0.61 1.37 1.43
C 1.24 -0.84 -0.41
C -0.21 -0.61 0.03
C -0.35 0.85 0.20
H -0.70 2.43 1.62
H -0.77 0.74 2.38
H -1.16 -0.33 -2.19
H 1.37 -1.96 -0.57
H -0.50 -1.26 0.76
H 1.99 -0.54 0.34
H -0.29 1.53 -0.69
*
```

strongest force on any atom = 3.91 eV Å⁻¹
LUMO = 0.967 eV
HOMO energy = -0.3385 hartree
molar mass = 106.16 g/mol
frontier orbital gap = 10.2 eV
calculated total energy = -654.608902 Eh
SMILES string = C=C[C@@H](S)CF

=====

# C4H7FS

The molecule C4H7FS in a non-equilibrium geometry (ωB97M-V/def2-TZVPD, OMol25).

Structure (ORCA input):
```
! wB97M-V def2-TZVPD RIJCOSX def2/J DEFGRID3
* xyz 0 1
S 1.39 -1.63 0.19
F -1.95 -1.40 -0.32
C 0.76 1.21 0.31
C -0.43 0.49 -0.30
C 1.06 0.08 -0.56
C -1.39 -0.40 0.48
H 1.51 0.40 -1.51
H -0.90 -0.94 1.39
H -0.85 0.95 -1.09
H 1.05 2.27 0.02
H -2.18 0.24 0.92
H 0.85 1.10 1.36
H 1.08 -2.36 -0.89
*
```

strongest force on any atom = 3.25 eV Å⁻¹
LUMO = 0.909 eV
HOMO energy = -0.3310 hartree
molar mass = 106.16 g/mol
frontier orbital gap = 9.9 eV
calculated total energy = -654.597569 Eh
SMILES string = FC[C@H]1C[C@H]1S

=====

# C4H7FS

The molecule C4H7FS in a non-equilibrium geometry (ωB97M-V/def2-TZVPD, OMol25).

Structure (ORCA input):
```
! wB97M-V def2-TZVPD RIJCOSX def2/J DEFGRID3
* xyz 0 1
S 0.13 1.66 -1.52
F -1.25 -2.17 0.74
C 1.17 -0.19 1.58
C 0.21 -0.26 0.60
C -0.32 1.02 0.13
C -0.09 -1.67 0.13
H 1.46 -1.09 2.14
H -1.37 0.91 -0.01
H -0.10 1.68 0.93
H 0.75 -2.35 0.46
H -0.24 -1.71 -0.99
H 1.47 0.76 1.99
H 1.41 1.40 -1.45
*
```

strongest force on any atom = 4.08 eV Å⁻¹
LUMO = 0.810 eV
HOMO energy = -0.3459 hartree
molar mass = 106.16 g/mol
frontier orbital gap = 10.2 eV
calculated total energy = -654.612877 Eh
SMILES string = C=C(CF)CS

=====

# C4H7FS2

The molecule C4H7FS2 in a non-equilibrium geometry (ωB97M-V/def2-TZVPD, OMol25).

Structure (ORCA input):
```
! wB97M-V def2-TZVPD RIJCOSX def2/J DEFGRID3
* xyz 0 3
S 3.71 -0.78 -0.59
S 1.24 -0.69 1.10
F 2.62 1.43 0.40
C -0.31 0.17 1.18
C -1.38 -1.29 -0.48
C 2.32 0.25 -0.09
C -1.21 -0.07 -0.03
H -1.81 -1.51 -1.42
H 4.56 0.02 -0.17
H -1.66 0.92 -0.40
H -0.09 1.23 1.25
H -0.89 -0.13 2.08
H -0.92 -2.11 0.02
H 1.78 0.43 -0.96
*
```

strongest force on any atom = 12.97 eV Å⁻¹
LUMO (alpha / beta) = 0.790 / -2.364 eV
⟨S²⟩ = 2.01
HOMO energy (alpha / beta) = -0.2028 / -0.3373 hartree
molar mass = 138.23 g/mol
frontier orbital gap (alpha / beta) = 6.3 / 6.8 eV
calculated total energy = -1052.619465 Eh

=====

# C4H7GdO

A structure of composition C4H7GdO in a non-equilibrium geometry (ωB97M-V/def2-TZVPD, OMol25).

Structure (ORCA input):
```
! wB97M-V def2-TZVPD RIJCOSX def2/J DEFGRID3
* xyz 3 9
Gd 3.38 -0.54 -2.16
O 2.16 -0.13 -0.20
C -1.43 0.13 0.26
C -0.85 1.19 -0.59
C -0.17 -0.67 0.48
C 1.26 -0.40 0.62
H -1.80 0.53 1.21
H -0.85 1.06 -1.68
H -0.37 -1.32 1.35
H -2.20 -0.47 -0.27
H -0.87 2.22 -0.24
H 1.57 -0.22 1.67
H 0.18 -1.36 -0.46
*
```

strongest force on any atom = 4.73 eV Å⁻¹
LUMO (alpha / beta) = -15.194 / -18.410 eV
⟨S²⟩ = 20.66
HOMO energy (alpha / beta) = -0.7152 / -0.8338 hartree
molar mass = 228.35 g/mol
frontier orbital gap (alpha / beta) = 4.3 / 4.3 eV
calculated total energy = -996.031946 Eh

=====

# C4H7I2P

The molecule C4H7I2P in a non-equilibrium geometry (ωB97M-V/def2-TZVPD, OMol25).

Structure (ORCA input):
```
! wB97M-V def2-TZVPD RIJCOSX def2/J DEFGRID3
* xyz 0 1
I 0.21 2.72 2.72
I 0.78 -1.09 -4.23
P -1.40 1.59 1.31
C 1.08 -0.99 -2.06
C 0.51 -0.22 0.20
C 0.20 -0.42 -1.26
C -0.78 -0.16 1.08
H -1.51 -0.62 0.56
H 2.04 -1.35 -1.94
H 1.10 0.85 0.23
H 1.29 -0.96 0.48
H -0.64 -0.13 -1.72
H -0.61 -0.43 2.21
H -2.29 1.21 2.42
*
```

strongest force on any atom = 5.94 eV Å⁻¹
LUMO = 0.042 eV
HOMO energy = -0.3304 hartree
molar mass = 339.88 g/mol
frontier orbital gap = 9.0 eV
calculated total energy = -1093.292807 Eh
SMILES string = I/C=C/CCPI